Molecular formula: C6H6O2Sn
Method: DFT, ωB97M-V with the def2-TZVPD basis set

Its energy above the lowest of the compared OMol25 structures with the same formula, charge and spin is 97.6 kJ/mol. The maximum force is 7.38 eV/Å. For the HOMO energy, the calculation gives -0.602 hartree. As for the total charge: +2. As for the molar mass: 228.82 g mol⁻¹.

Each line ends with the natural charge from an NBO analysis.
Element x y z (Å)
1 Sn 4.04173 0.81365 0.20143  1.81
2 C -0.80914 -0.22319 1.30048  -0.22
3 C 0.55617 -0.13031 1.13551  -0.22
4 C 1.15675 0.04489 -0.15885  0.13
5 C 0.30262 0.14598 -1.24903  -0.26
6 C -1.08930 0.15301 -1.06808  -0.18
7 C -1.64542 -0.01213 0.22089  0.36
8 O -3.02705 0.07385 0.35793  -0.64
9 O 2.49324 -0.06395 -0.31063  -0.85
10 H -1.28823 -0.38836 2.25421  0.27
11 H 1.20345 -0.37041 1.96606  0.23
12 H 0.54564 0.31902 -2.28701  0.26
13 H -1.79977 0.38614 -1.84737  0.27
14 H -3.34553 -0.75227 0.72900  0.51
15 H 2.70483 0.00408 -1.24455  0.54